A 11-piece molecular cluster, C32H87NO16 overall in a non-equilibrium geometry, computed with wB97M-V/def2-TZVPD.

Each line ends with the Löwdin charge.
Geometry (Å):
O 2.44 4.95 3.37  -0.06
C 7.05 2.08 -0.94  -0.06
C 1.92 3.08 -2.36  -0.48
H 0.18 2.70 -1.61  0.05
H 5.61 2.06 1.92  0.05
H 4.14 1.90 3.95  0.10
H 2.74 2.53 -2.83  0.14
H 4.48 0.33 0.67  0.07
H 1.84 4.09 1.62  0.09
O -1.29 -1.89 -6.75  -0.05
H -5.55 -4.95 -3.45  0.11
H 1.84 -6.04 -6.37  0.08
H 5.20 -0.03 -0.88  0.08
H -4.03 -5.56 -1.72  0.11
H 7.43 1.36 -1.66  0.08
H -2.49 0.43 4.08  0.10
C -1.72 4.32 1.65  -0.06
H -4.74 -1.00 -3.33  0.05
H 1.73 -5.16 2.33  0.13
H -4.18 -3.83 -1.63  0.11
H 2.09 -5.74 4.62  0.08
H 2.11 2.23 3.51  0.10
H -0.15 -3.48 2.00  0.08
C 2.02 -4.65 -5.03  -0.25
H -2.02 -3.62 -2.40  0.04
H -1.38 -1.15 1.93  0.05
H 2.82 3.26 -0.38  0.05
H -1.14 -2.12 -4.03  0.06
H 1.85 4.64 -3.79  0.09
C -4.28 0.07 -1.38  -0.46
H -6.01 0.02 -0.03  0.08
H 2.61 -5.19 -4.28  0.12
H -2.52 4.11 2.36  0.09
H 1.75 4.59 3.95  0.05
O -2.36 -1.59 3.76  -0.18
C -1.93 -0.44 4.46  -0.20
H -0.78 2.62 3.73  0.09
O 6.10 2.45 1.18  -0.06
C -2.10 -0.56 -4.81  -0.19
H 1.57 5.65 5.92  0.09
H -3.44 0.72 -1.60  0.11
C 1.02 -4.92 3.13  -0.47
H -1.46 -2.21 -7.63  0.09
H -0.43 -0.83 -1.79  0.07
H 3.56 4.35 1.76  0.12
H -5.28 0.76 -3.18  0.08
C 1.21 3.84 -3.43  -0.05
O 4.07 2.17 3.03  -0.08
C 2.75 2.53 2.68  -0.18
H -0.67 4.39 5.31  0.13
C 0.85 -1.07 0.02  -0.46
H 2.71 -4.19 -5.75  0.12
H -2.57 -0.24 -6.95  0.12
C -1.78 2.26 0.30  -0.05
O -2.40 -4.49 -2.39  -0.07
C -0.71 2.26 4.77  -0.20
H -2.58 1.81 0.89  0.07
O 1.19 3.63 5.53  -0.24
H 7.80 2.80 -0.62  0.08
H 2.56 1.99 1.76  0.10
H 1.04 1.26 4.87  0.09
H 1.03 4.70 7.29  0.09
H -1.73 5.42 1.66  0.08
C -3.79 -4.64 -2.25  -0.22
H 1.02 -2.73 2.96  0.07
H 1.14 0.90 -0.17  0.05
H -1.74 1.76 -0.66  0.07
H 1.92 -3.11 -3.76  0.12
O 1.75 -4.88 4.37  -0.06
H -0.31 0.22 3.11  0.10
H 0.94 3.20 -4.27  0.08
O 0.98 2.19 -1.77  -0.08
H 6.30 2.69 -1.46  0.07
H 1.57 4.39 -0.75  0.07
C 1.15 -3.59 -4.38  -0.25
O 1.25 -5.56 -5.79  -0.07
O -4.59 -3.35 -4.13  -0.10
H 7.10 0.75 0.62  0.13
H -3.09 -1.43 -1.51  0.05
C 5.01 0.78 -0.17  -0.05
C -2.35 -1.44 2.35  -0.10
H -0.44 3.32 6.67  0.12
H -0.34 -3.42 3.78  0.09
O 1.15 0.22 0.52  -0.06
O -3.88 -1.22 -0.99  -0.06
H 0.18 -0.94 4.25  0.11
H -3.03 -0.07 -4.53  0.10
C -0.47 -1.32 -0.82  -0.03
C 0.07 -6.13 3.18  -0.06
H 2.96 -1.57 -0.10  0.07
C -0.20 3.45 5.61  -0.21
H 2.41 -1.15 -1.60  0.08
H -1.18 5.22 -0.63  0.10
C 2.44 3.88 -1.19  -0.05
C -2.04 3.77 0.26  -0.44
H -1.27 -0.85 -0.24  0.05
H -4.56 0.76 0.64  0.05
H -1.25 0.13 -4.85  0.12
O -1.05 4.26 -0.64  -0.07
H -3.70 -2.98 -4.03  0.03
C 2.05 -1.64 -0.70  -0.05
H -3.15 -1.71 -6.20  0.11
H 2.73 4.57 6.59  0.10
H -1.76 2.08 5.02  0.11
H 0.59 -7.04 3.48  0.07
H -2.12 -0.40 5.53  0.13
H -6.15 -0.39 -2.46  0.08
C -5.10 -0.20 -2.68  -0.05
H -3.05 4.02 -0.06  0.14
C -0.45 -0.05 4.17  -0.20
N 0.06 1.05 4.98  -0.04
C -5.16 0.67 -0.26  -0.04
O 0.13 -4.03 -3.51  -0.06
H -3.13 -0.72 2.09  0.08
H 0.75 -2.86 -5.09  0.11
C 1.66 4.67 6.40  -0.07
H 3.27 4.55 -1.44  0.09
H -5.60 1.64 -0.51  0.08
H 1.79 -2.70 -0.83  0.08
H -0.42 -4.60 -4.06  0.09
C 6.34 1.43 0.23  -0.50
H -0.69 -6.08 3.97  0.08
H 0.31 4.28 -2.99  0.08
H -0.50 -6.37 2.28  0.08
C 0.35 -3.60 2.96  -0.06
C -4.50 -4.69 -3.63  -0.20
H -2.53 -2.41 1.90  0.10
H -0.73 4.00 1.98  0.06
H 4.23 1.37 -0.67  0.07
C 2.67 4.06 2.33  -0.24
C -2.28 -1.04 -6.27  -0.26
H -0.81 -2.36 -0.85  0.08
H -0.93 2.02 0.95  0.07
O -1.93 -1.60 -3.83  -0.08
H 0.58 -1.55 0.96  0.10
H -4.15 -5.31 -4.46  0.12

Output
**Highest occupied orbital energy**: -8.738 eV
**Gap between HOMO and LUMO**: 9.18 eV
**SMILES**: COCCNCCOC.CC(C)O.CC(C)O.CC(C)O.CC(C)O.CC(C)O.CC(C)O.OCCO.OCCO.OCCO.OCCO
**Lowest unoccupied orbital energy**: 0.44 eV